C5H8O2 in the gas phase, computed with the ωB97M-V functional and the def2-TZVPD basis.

XYZ file:
```
15
C5H8O2 | the Open Molecules 2025 dataset | the ωB97M-V functional and the def2-TZVPD basis
H 1.21 1.89 0.78
H -0.42 -1.59 1.19
C -1.38 0.18 0.44
C 0.66 1.29 0.05
O -0.67 -1.83 -0.78
H 0.93 1.67 -0.94
C -0.40 -0.94 0.30
O 1.70 -0.69 -0.96
H 1.58 -0.39 1.05
H -0.94 -1.31 -1.55
H -1.35 2.33 0.38
C 0.98 -0.22 0.15
H 1.24 -1.50 -1.23
H -2.44 -0.02 0.58
C -0.82 1.38 0.31
```

energy relative to the best compared isomer or geometry (same formula, charge and spin): 0.959 eV
orbital gap: 10.70 eV
LUMO: 0.9 eV
charge: 0



9 unconnected molecules or ions with the total composition C54H108Cl6N4O7 at a distorted geometry, computed with the ωB97M-V functional and the def2-TZVPD basis.

XYZ file:
```
179
C54H108Cl6N4O7 | the Open Molecules 2025 dataset | the ωB97M-V functional and the def2-TZVPD basis
H 9.35 -6.25 7.02
C -2.77 -1.71 -2.14
H 5.58 -0.03 -7.21
C 4.21 1.24 -2.94
H -5.01 -4.86 -11.80
H 5.75 -0.77 -9.74
H -4.48 -2.90 11.89
H 3.96 1.03 -1.90
H -8.79 2.92 -0.38
Cl -9.43 -1.53 -10.28
C 4.26 0.46 -8.75
H -0.73 4.50 -10.70
C -4.03 -4.87 -12.27
O 0.19 5.62 -9.19
H 0.95 3.51 5.43
H -2.02 8.15 3.81
H -3.14 -3.60 -10.65
C -1.61 4.74 6.48
C -2.53 -1.76 0.52
C -0.12 5.34 4.80
C -3.52 8.72 1.90
H 6.77 -4.72 2.88
C 0.57 4.41 5.91
H -6.99 0.02 14.93
C -6.01 -1.48 13.60
O 2.16 7.05 -13.59
O -1.10 -4.74 -0.86
H 6.06 2.05 -3.36
C 6.38 -6.28 4.48
C 5.62 0.46 -4.81
H -6.88 -3.04 8.23
C -1.85 -3.72 -0.86
C 4.57 -0.32 -7.49
H 1.30 6.31 -15.49
H 5.48 1.24 -5.56
C -2.30 -2.99 -2.09
H -2.19 5.03 7.36
H 0.50 6.20 4.54
H 5.50 -6.24 5.13
C 12.12 -6.43 4.14
C 3.36 0.28 -3.82
H -8.97 1.20 -0.11
H 4.35 1.54 -8.64
C -5.31 -2.42 11.36
H 7.49 -6.86 6.26
C -9.79 -1.53 -8.54
Cl -1.34 -4.55 -11.84
C -4.50 -4.97 8.60
H 3.33 -2.05 -4.89
H 2.57 0.93 -4.19
C 10.64 -6.67 4.21
N 4.30 -0.28 -5.00
H -3.10 -1.19 -3.03
C 7.55 -4.25 4.79
H -5.43 -0.62 13.29
C -9.60 2.43 1.58
C -6.58 -2.42 9.07
H -0.45 7.37 -11.48
C 3.60 0.03 -6.38
C -0.04 6.36 -11.54
H -5.86 -4.85 11.59
C -8.46 -1.48 -7.83
H -4.37 8.64 1.22
H -1.07 8.12 5.72
H 13.58 -8.03 3.99
H 8.21 -7.53 4.75
H -0.35 7.23 7.14
H -1.25 6.27 -7.99
H -3.61 -5.57 8.45
H -1.64 -3.65 1.28
H -0.75 5.48 -14.71
C -5.37 -5.80 9.64
C -2.95 -4.54 -11.17
H -1.25 6.90 2.90
C -3.30 7.33 2.47
Cl -3.71 -6.35 -13.24
Cl -7.59 -0.07 -8.39
O -0.62 5.77 -12.78
C -2.50 6.10 4.52
H 6.39 -0.23 -5.17
H -3.49 -3.55 10.09
H -4.21 7.09 3.01
H -8.60 2.64 1.97
C -1.12 7.24 6.36
H -4.04 -3.98 -12.90
Cl -11.02 2.10 -0.91
C -0.64 5.55 -10.41
H 10.29 -7.32 5.02
H -2.91 -5.36 -10.45
C -6.11 -4.69 10.54
C -0.39 4.07 6.92
N 8.55 -5.39 5.22
O -2.72 -1.21 1.62
H 3.82 2.25 -3.05
C -7.17 -0.97 14.51
H 10.44 -4.56 4.53
Cl -10.58 3.87 1.92
H 4.17 7.61 -13.43
H 7.19 -3.83 5.73
H -2.06 7.38 6.90
H 8.15 -3.40 4.44
H -4.70 -6.43 10.22
H 3.22 0.16 -8.84
C 6.44 -4.82 3.91
H 1.61 5.19 -14.16
H 12.40 -6.35 3.09
C 5.57 1.08 -3.39
H 0.01 5.71 -7.12
H 8.15 -5.01 7.32
H -2.14 4.00 5.87
C 7.70 -6.68 5.20
H -10.39 -2.42 -8.35
H -2.77 5.16 4.04
H 9.36 -5.18 3.31
H 3.93 5.92 -13.68
H -8.53 -1.53 -6.75
H -5.16 -1.40 11.02
C 9.80 -5.41 4.28
C -9.45 2.17 0.04
H -3.37 6.38 5.12
C -2.96 -0.99 -0.89
H 2.77 -0.67 -6.27
H -10.38 -0.64 -8.28
H 4.61 -0.05 -10.98
H -9.99 1.61 2.18
H -3.28 6.56 1.70
H -1.12 4.54 -7.97
C -0.27 6.29 -14.15
C 4.38 -1.78 -4.81
H 4.95 -2.24 -5.62
H 4.86 -2.08 -3.88
H -7.18 -4.72 10.32
N -1.34 5.94 5.54
H 6.22 -6.99 3.67
H -4.10 -2.84 8.68
H 13.69 -7.15 5.44
H 5.96 0.75 -10.16
H -8.17 -1.09 14.11
H -6.15 -6.40 9.18
H -7.43 -2.10 9.68
C -1.97 -3.15 0.39
C 12.96 -7.60 4.77
H 1.47 4.76 6.41
H -3.58 9.48 2.68
C 9.00 -5.27 6.68
H -2.60 8.92 1.35
C -6.45 -2.29 12.33
O -3.15 0.25 -0.82
H -7.06 -3.17 12.55
H -0.13 4.52 7.88
H 5.44 -4.41 4.04
H 4.64 -1.38 -7.75
C -4.31 -3.65 9.37
H -1.70 5.73 -10.22
H 9.85 -4.60 6.72
H 12.41 -5.48 4.60
H -0.35 2.99 7.11
H -7.07 -1.66 15.35
H -0.47 4.71 3.98
H -7.16 -1.65 11.80
H 3.40 1.10 -6.43
H 3.75 7.05 -14.98
C 1.26 6.19 -14.41
H -7.89 -2.31 -8.24
N -5.65 -3.29 10.09
C 3.51 6.89 -13.93
H 2.94 -0.59 -3.32
H 1.04 6.22 -11.47
H -0.65 7.24 -14.51
O -2.25 -3.48 -3.25
H 10.41 -7.23 3.31
H 6.21 0.49 -2.72
C -0.52 5.45 -8.03
C 5.11 0.07 -10.02
H -5.37 -2.00 14.32
H 12.32 -8.36 5.22
H -5.92 -1.61 8.75
H -4.99 -4.77 7.65
C -2.17 7.14 3.43
```

energy relative to the best compared isomer or geometry (same formula, charge and spin): 8.125 eV
orbital gap: 1.68 eV
LUMO: -3.4 eV
charge: +2



2 unconnected molecules or ions with the total composition C2H3Cl5Si at a distorted geometry, computed with the ωB97M-V functional and the def2-TZVPD basis.

XYZ file:
```
11
C2H3Cl5Si | the Open Molecules 2025 dataset | the ωB97M-V functional and the def2-TZVPD basis
Cl -2.30 -2.07 2.32
Cl 0.72 -2.16 -1.74
Cl -1.92 -1.07 -1.92
H -0.83 0.51 0.23
Cl -2.53 -4.05 -0.25
C 0.02 0.00 -0.23
Cl 0.23 -4.12 1.55
H 0.56 -0.16 0.63
C -0.49 -1.28 -0.82
Si -1.32 -3.07 0.97
H 0.38 0.47 -1.12
```

energy relative to the best compared isomer or geometry (same formula, charge and spin): 0.000 eV
orbital gap: 8.61 eV
LUMO: 0.0 eV
charge: 0



C21H34N2O4 in the gas phase, computed with the ωB97M-V functional and the def2-TZVPD basis.

XYZ file:
```
61
C21H34N2O4 | the Open Molecules 2025 dataset | the ωB97M-V functional and the def2-TZVPD basis
H -3.77 1.51 0.15
C 1.40 -2.39 -1.01
H 1.62 0.31 -1.09
C 5.30 -0.10 -0.65
C 6.63 2.04 0.85
C 0.16 -0.56 0.24
H -8.07 2.46 -0.82
H 7.38 2.37 1.57
O 3.41 -2.96 0.20
H 1.54 -1.82 -1.93
N 2.59 -0.85 0.37
O -0.60 1.14 -1.28
H 1.40 -3.45 -1.26
H 6.76 0.36 -2.16
H -9.40 2.21 0.33
H 5.17 1.58 2.37
H 5.72 1.71 -1.73
C 3.64 -0.39 1.24
H -5.37 -1.70 -1.08
C -8.64 1.72 -0.26
C 2.58 -2.12 -0.10
H -1.90 -1.35 1.41
H -7.21 1.60 1.37
H 3.20 0.09 2.12
C 4.61 0.58 0.54
C 7.31 1.36 -0.33
C 6.27 0.86 -1.33
H -0.72 -2.07 -1.07
C -4.78 -1.00 -0.48
H 0.00 -0.58 1.32
H -3.25 -0.24 1.72
N -2.18 0.17 0.00
H 7.99 2.06 -0.82
H -4.10 -2.40 1.01
C -7.71 0.94 0.66
H -3.12 -2.36 -0.46
H 5.83 -0.98 -0.29
H 1.64 0.98 0.54
O -5.67 -0.40 1.70
H 4.55 -0.43 -1.37
C -3.22 0.97 -0.63
C -4.17 0.06 -1.41
H -8.26 0.18 1.22
O -6.72 0.29 -0.15
H 6.09 2.92 0.50
H 4.19 -1.28 1.56
H 6.21 0.22 1.93
C -2.70 -0.78 0.94
H 7.90 0.51 0.03
C 5.66 1.08 1.53
C -5.75 -0.35 0.50
H -9.11 1.04 -0.97
H -4.96 0.66 -1.87
H -3.61 -0.44 -2.20
C 1.54 0.05 -0.03
C 0.09 -1.99 -0.34
C -3.67 -1.75 0.26
H -0.12 -2.71 0.47
C -0.90 0.33 -0.42
H -2.74 1.68 -1.29
H 4.04 1.44 0.17
```

energy relative to the best compared isomer or geometry (same formula, charge and spin): 0.000 eV
orbital gap: 9.52 eV
LUMO: 0.7 eV
charge: 0